Below is 15 unconnected molecules or ions with the total composition H30O15, with properties calculated with ωB97M-V/def2-TZVPD.

As for the charge: 0. The energy above the lowest of the compared OMol25 structures with the same formula, charge and spin is 546.3 kJ/mol. For the energy, the calculation gives -1146.4320 Ha. For the HOMO-LUMO gap, the calculation gives 9.69 eV. Its spin multiplicity is 1.

Each line ends with the Löwdin charge.
Cartesian coordinates (Å):
H (0.4649, -0.4831, 1.0622)  0.066
H (-0.1784, 0.5737, 0.1914)  -0.043
H (-1.8869, -1.7760, 0.8947)  -0.004
H (-1.9160, -3.2237, 0.5617)  0.026
H (-0.2272, 2.0599, 3.0272)  0.029
H (-1.2650, 2.3815, 4.0808)  -0.012
H (-0.2140, -2.7526, 0.4696)  0.077
H (-0.9052, -3.4424, -0.7371)  0.061
H (-1.6941, 1.5997, 0.1705)  -0.028
H (-2.8125, 2.5865, 0.6145)  0.075
H (3.0289, -3.3873, 0.3522)  0.013
H (2.6806, -1.9195, 0.3578)  0.085
H (2.9740, 3.7542, -0.4374)  0.045
H (4.4123, 3.3155, -0.8091)  -0.028
H (3.9241, 1.3734, -1.9731)  0.003
H (2.5380, 1.7784, -1.8370)  0.065
H (1.6601, -4.3724, -2.4433)  0.062
H (1.3321, -2.9979, -1.8249)  0.024
H (-0.1752, -0.2874, 5.8784)  0.108
H (-0.8368, 0.4680, 4.6658)  -0.045
H (-1.9143, 4.0076, -2.1934)  0.026
H (-0.7252, 3.1940, -1.7595)  0.002
H (-3.5211, 0.4171, -2.7294)  -0.028
H (-2.4591, 0.0562, -3.8073)  0.025
H (-5.2637, 0.2155, 0.1500)  0.001
H (-4.3702, -0.9437, 0.0293)  0.028
H (3.6897, -1.2529, 1.5824)  -0.045
H (4.0042, 0.1637, 2.0289)  0.051
H (-0.3758, 0.3535, -2.8142)  0.017
H (-0.1312, -0.8955, -2.0699)  0.056
O (0.5574, 0.0488, 0.2447)  0.005
O (-2.2574, -2.5804, 1.2129)  -0.048
O (-0.9392, 2.6459, 3.2677)  -0.002
O (-0.4782, -2.6291, -0.4749)  -0.088
O (-2.2372, 2.2870, -0.1148)  -0.014
O (3.4876, -2.5713, 0.2543)  -0.071
O (3.9253, 3.8382, -0.2480)  -0.017
O (3.0921, 0.9255, -1.9306)  -0.066
O (1.4169, -3.9302, -1.6092)  -0.070
O (-0.9078, -0.3306, 5.1481)  -0.069
O (-1.0719, 3.6833, -2.5149)  -0.062
O (-3.1020, -0.2479, -3.1740)  -0.027
O (-5.0220, -0.5511, 0.6274)  -0.039
O (4.3510, -0.5969, 1.5173)  -0.059
O (-0.6515, -0.5549, -2.8876)  -0.084

Forces on the atoms, in the same order (eV/Å):
-0.033 0.584 -0.690
-2.757 1.869 -0.158
0.139 0.968 -0.462
-1.035 0.697 0.964
0.394 -0.205 0.013
-1.008 -0.730 2.541
-0.091 -0.125 -1.335
0.403 -0.511 -0.542
0.800 -1.591 1.142
0.701 -0.481 -0.259
-0.419 -1.508 -0.179
2.427 -1.665 -0.920
0.834 -0.085 -0.061
1.477 -1.919 -2.063
1.408 -0.253 -0.146
0.655 -2.311 -0.231
-0.017 0.351 0.546
-0.024 0.038 -0.052
-2.107 -0.016 -2.150
0.218 1.197 -0.621
-0.196 0.020 0.059
-0.215 0.121 -0.049
-1.353 3.025 1.320
0.090 0.412 0.135
-0.696 1.410 -0.624
-0.074 -0.326 0.331
-0.595 -1.307 0.170
0.477 -0.564 -0.454
0.049 0.881 -0.461
-1.448 0.226 -1.921
2.938 -2.445 0.966
-0.781 -1.510 0.732
0.594 1.021 -2.611
1.014 0.774 0.739
-1.723 2.133 -0.789
-2.517 2.580 0.399
-2.283 2.108 2.220
-2.119 2.431 0.283
0.346 -0.837 -0.719
1.935 -1.267 2.782
0.404 -0.139 -0.053
0.257 -3.352 -1.449
0.801 -1.093 0.279
0.727 2.564 0.853
2.403 -1.169 2.522

---

Below is 15 unconnected molecules or ions with the total composition H30O15, with properties calculated with ωB97M-V/def2-TZVPD.

As for the charge: 0. The energy above the lowest of the compared OMol25 structures with the same formula, charge and spin is 647.2 kJ/mol. For the energy, the calculation gives -1146.3936 Ha. For the HOMO-LUMO gap, the calculation gives 10.57 eV. Its spin multiplicity is 1.

Each line ends with the Löwdin charge.
Cartesian coordinates (Å):
O (1.8093, 1.2003, 2.3727)  -0.005
H (0.8332, 1.1769, 2.5853)  0.097
H (1.9987, 0.4312, 2.7367)  -0.025
O (-0.1347, -1.2815, 2.3242)  -0.066
H (0.3721, -1.6012, 3.1379)  0.102
H (-0.8055, -1.9844, 2.1889)  0.077
O (-2.2611, -2.2908, -2.6821)  -0.176
H (-2.9335, -1.6068, -2.1101)  0.135
H (-1.8398, -2.6301, -1.8056)  0.049
O (1.5697, -1.8526, -4.1714)  -0.100
H (0.6662, -1.8505, -4.5007)  0.038
H (1.7861, -2.6928, -3.6009)  0.096
O (1.0538, 0.5414, -2.1367)  -0.097
H (1.1904, 1.3300, -2.6497)  0.030
H (1.4523, -0.1819, -2.7686)  0.101
O (2.1833, 3.2078, 0.6989)  -0.094
H (1.4397, 2.8766, 0.1769)  -0.011
H (1.5170, 3.3682, 1.4733)  0.095
O (3.2849, 0.5208, 0.1880)  -0.120
H (2.6678, 1.2136, 0.7427)  0.075
H (3.0708, 0.9847, -0.6659)  0.059
O (-0.2335, 1.6537, 0.1896)  -0.166
H (-0.1764, 0.9651, 0.8677)  0.024
H (-0.1443, 1.0565, -0.7172)  0.115
O (0.8845, -0.5762, 0.2521)  -0.074
H (0.7913, -1.2377, 0.7501)  -0.119
H (1.8325, -0.2355, 0.3834)  0.046
O (-3.7150, -1.5828, 0.8558)  -0.115
H (-4.4924, -1.3742, 1.4240)  0.040
H (-3.3825, -0.6613, 0.6513)  0.026
O (-4.0274, 1.1296, 1.2274)  0.050
H (-3.5131, 1.6411, 1.7199)  -0.037
H (-4.8990, 1.1392, 1.4812)  0.018
O (-1.7619, 3.4554, 1.2577)  -0.067
H (-0.9519, 3.2362, 0.8040)  -0.026
H (-1.9938, 4.3977, 1.3328)  0.055
O (-0.8180, 2.3834, -2.4414)  -0.139
H (-1.4828, 2.8886, -1.8932)  0.057
H (0.0024, 2.4338, -1.6988)  0.097
O (2.3808, -4.1679, 2.1412)  -0.141
H (2.5761, -4.2153, 1.1854)  0.026
H (1.3203, -3.8743, 2.2159)  0.119
O (1.0738, -2.8448, -1.3318)  -0.079
H (1.3986, -2.1776, -0.5595)  0.099
H (0.4108, -2.3114, -1.6316)  -0.067

Forces on the atoms, in the same order (eV/Å):
-3.736 5.007 -1.190
1.274 0.645 -0.567
2.381 -5.854 2.643
0.229 -1.718 2.508
-1.085 0.598 -1.499
0.200 0.650 0.141
-1.729 2.221 5.323
2.448 -2.583 -2.852
-0.710 0.291 -2.399
1.246 -1.519 1.547
-0.081 -0.591 0.289
-1.244 2.393 -1.601
1.643 -2.198 -1.603
-0.068 0.525 -0.669
-1.136 1.401 1.670
-2.753 0.824 1.897
0.270 -0.441 -0.981
2.551 -0.064 -1.182
-2.687 3.305 0.439
2.463 -1.860 -0.871
0.718 -1.118 0.499
0.017 -1.460 -3.058
0.205 -0.061 -0.435
-0.217 1.639 3.246
2.826 7.370 -6.468
-1.421 -7.772 6.660
-0.966 -0.466 -0.696
-0.126 1.360 0.176
0.912 -0.363 -0.644
-0.632 -1.282 0.438
-0.258 -3.733 -4.550
3.269 3.750 3.335
-2.921 0.380 1.126
-1.552 0.509 1.044
0.312 0.203 -0.499
0.798 -0.639 -0.357
2.318 1.493 4.042
0.674 -0.748 -1.025
-3.438 0.028 -3.263
-4.113 1.275 0.087
-0.437 0.086 0.523
4.502 -1.356 -0.690
3.841 -0.211 4.028
-0.744 -2.123 -2.808
-3.040 2.208 -1.755

---

Below is 15 unconnected molecules or ions with the total composition H30O15, with properties calculated with ωB97M-V/def2-TZVPD.

As for the charge: 0. The energy above the lowest of the compared OMol25 structures with the same formula, charge and spin is 96.6 kJ/mol. For the energy, the calculation gives -1146.6033 Ha. For the HOMO-LUMO gap, the calculation gives 10.37 eV. Its spin multiplicity is 1.

Each line ends with the Löwdin charge.
Cartesian coordinates (Å):
O (1.3367, -2.6529, -1.1427)  -0.046
H (1.7388, -2.0234, -0.5722)  -0.041
H (0.9387, -3.4253, -0.6688)  0.079
O (-2.0952, 0.9591, -3.0760)  -0.078
H (-1.5748, 0.1890, -2.6606)  0.028
H (-1.4877, 1.2550, -3.7509)  0.035
O (-2.3567, 0.7973, 1.7269)  -0.045
H (-2.6733, 0.9491, 2.6216)  0.068
H (-1.4607, 1.1714, 1.7587)  0.002
O (-2.3752, -3.2094, -0.6779)  -0.052
H (-1.8071, -3.0314, 0.0261)  -0.069
H (-3.1669, -2.6856, -0.4975)  0.024
O (-1.6431, 2.3711, -0.7391)  -0.052
H (-1.7420, 2.0433, -1.5990)  -0.056
H (-1.1813, 1.6875, -0.2043)  -0.010
O (2.7543, 1.5716, 1.3614)  -0.052
H (1.8284, 1.8063, 1.5506)  0.010
H (2.9681, 0.9474, 2.0638)  0.052
O (0.1720, 2.4405, 2.0926)  -0.033
H (0.0105, 2.9423, 1.2766)  0.076
H (0.2499, 3.0886, 2.7875)  0.075
O (-1.0428, -1.3083, -2.0293)  -0.057
H (-1.7658, -1.4542, -1.4623)  -0.019
H (-0.3881, -1.9851, -1.7506)  0.037
O (0.1205, 0.1953, 0.0825)  -0.079
H (-0.3049, -0.6158, -0.1840)  0.016
H (0.6428, 0.5464, -0.6852)  0.010
O (-3.5324, -0.8002, -0.1023)  -0.009
H (-4.3586, -0.3640, -0.2473)  0.057
H (-3.1729, -0.3353, 0.6142)  -0.032
O (2.9280, -0.9258, 0.1114)  -0.036
H (3.8919, -0.9021, 0.2391)  0.088
H (2.5685, -0.0928, 0.3557)  -0.032
O (0.3781, -0.3763, 2.7810)  -0.056
H (1.2972, -0.1758, 3.0047)  0.033
H (0.3075, -0.2766, 1.8369)  -0.043
O (1.6270, 1.0184, -1.8503)  0.010
H (1.4438, 0.3876, -2.5524)  0.102
H (1.1140, 1.7497, -2.1195)  0.065
O (-0.7084, -2.5559, 1.2526)  -0.030
H (0.1864, -2.7538, 1.4011)  0.026
H (-1.1665, -2.6487, 2.1354)  0.120
O (3.9688, 2.3486, -1.1434)  -0.080
H (3.2795, 1.6799, -1.1503)  -0.036
H (4.2530, 2.4533, -0.2142)  0.028

Forces on the atoms, in the same order (eV/Å):
-1.851 -2.321 -1.156
0.956 0.723 1.340
0.803 1.232 -0.393
1.060 -1.115 0.870
-1.040 0.910 -0.720
0.029 0.227 -0.550
0.202 0.224 0.481
-0.143 -0.092 0.059
-0.074 -0.211 -0.025
-1.974 -0.965 -2.114
1.484 0.323 1.979
0.081 0.011 0.015
1.078 1.075 3.180
-0.456 -1.179 -2.239
-0.632 0.252 -0.930
-0.034 -0.274 0.209
-0.107 0.179 0.087
0.196 0.158 0.059
-0.024 -0.110 -0.837
-0.146 0.065 0.175
-0.021 0.398 0.367
2.217 0.324 -0.961
-1.976 -0.641 1.018
-0.094 0.364 -0.510
0.398 0.868 0.678
-0.303 -0.333 -0.500
-0.326 -0.674 0.504
-0.629 -1.574 -1.681
-0.794 0.359 -0.444
1.350 1.316 1.920
1.060 -1.645 -0.188
-0.661 0.134 -0.171
-0.267 1.553 0.408
0.462 -0.348 1.513
-0.410 -0.101 -0.085
0.045 0.276 -1.025
0.575 -1.115 -0.134
0.264 -0.561 -0.080
-0.852 1.914 -0.401
-2.477 0.172 1.206
1.902 -0.290 0.569
0.905 0.316 -1.384
0.747 0.432 0.512
-0.033 -0.049 0.128
-0.493 -0.207 -0.752

---

Below is 15 unconnected molecules or ions with the total composition H30O15, with properties calculated with ωB97M-V/def2-TZVPD.

As for the charge: 0. The energy above the lowest of the compared OMol25 structures with the same formula, charge and spin is 247.3 kJ/mol. For the energy, the calculation gives -1146.5459 Ha. For the HOMO-LUMO gap, the calculation gives 8.41 eV. Its spin multiplicity is 1.

Each line ends with the Löwdin charge.
Cartesian coordinates (Å):
O (3.1249, 1.9396, -0.1921)  -0.077
H (4.0259, 1.9186, 0.1459)  0.051
H (2.9569, 1.0926, -0.6851)  -0.012
O (-2.2541, -0.1654, -1.3501)  -0.020
H (-2.4721, -1.0464, -1.6221)  0.082
H (-2.6001, -0.0764, -0.4751)  0.054
O (2.4709, -0.2834, -1.2931)  -0.029
H (2.4089, -0.3864, -2.2171)  0.046
H (1.5339, -0.1504, -1.0351)  0.010
O (-2.0571, -0.7504, 1.8649)  -0.009
H (-2.3531, -1.5604, 2.2569)  0.073
H (-2.9221, -0.5034, 1.5439)  0.077
O (1.7459, 2.1406, 2.1199)  -0.098
H (1.0629, 1.4756, 2.4619)  0.026
H (2.1509, 1.6356, 1.4199)  -0.037
O (-1.8241, -2.9454, 0.0899)  -0.061
H (-1.1711, -3.1134, -0.5641)  -0.038
H (-1.8061, -2.0684, 0.5289)  -0.009
O (0.3829, -2.8544, -1.3891)  -0.040
H (0.4279, -2.0214, -1.8641)  0.005
H (0.3139, -3.5384, -2.0761)  0.087
O (-1.0871, 2.1496, 1.4939)  -0.009
H (-0.6921, 2.9296, 1.2809)  -0.009
H (-0.7521, 1.5356, 0.8759)  -0.058
O (3.3689, -0.0804, 2.5879)  -0.080
H (2.9209, 0.7286, 2.9249)  0.027
H (2.6719, -0.6894, 2.3169)  -0.020
O (1.4679, -1.4554, 0.9639)  -0.023
H (2.1319, -1.5684, 0.3029)  0.043
H (0.9529, -2.2674, 0.8809)  0.075
O (0.1249, 0.0706, 3.2979)  0.007
H (0.6079, -0.6774, 3.5599)  0.028
H (-0.5951, -0.2744, 2.8379)  -0.040
O (0.0339, -0.3944, -2.8961)  -0.028
H (0.1679, -1.0364, -3.6201)  0.088
H (-0.8831, -0.1654, -2.9431)  0.034
O (-0.8351, 2.6226, -1.4221)  -0.047
H (-0.7521, 3.0036, -2.3381)  0.082
H (-0.2641, 1.8626, -1.4851)  -0.016
O (0.1139, 0.4746, -0.2161)  -0.086
H (-0.7311, 0.1866, -0.5511)  -0.003
H (0.4929, -0.2834, 0.2979)  0.033
O (-3.7691, 1.8706, -2.1761)  -0.064
H (-4.6111, 1.5606, -1.7811)  0.048
H (-3.2281, 1.1596, -1.8601)  -0.060

Forces on the atoms, in the same order (eV/Å):
-0.032 -0.250 -0.446
-0.084 -0.174 -0.053
0.701 1.012 0.545
0.361 0.201 -0.545
-0.278 -1.092 -0.072
-0.440 0.183 0.959
-0.355 -0.823 1.184
0.210 -0.078 -1.812
0.164 0.512 -0.218
-0.459 -0.177 -0.712
0.324 -1.280 1.032
-0.447 1.263 -0.118
-1.595 -1.275 1.621
0.864 1.548 -0.360
0.551 0.321 -0.990
-2.353 0.216 1.684
1.346 0.630 -0.596
0.845 -0.742 -0.869
0.153 -1.010 -0.443
-0.103 0.608 -0.122
0.233 0.217 0.306
-3.083 -2.296 2.318
1.782 3.444 -0.904
0.901 -0.804 -0.952
0.095 0.181 0.483
0.246 -0.535 -0.437
-0.009 0.280 0.079
-1.026 -0.576 0.959
1.230 0.058 -0.974
-0.111 -0.117 0.142
1.048 1.931 0.911
1.303 -1.446 0.741
-2.081 -0.342 -1.285
1.229 -1.243 -0.824
-0.110 0.687 0.128
-0.939 0.490 0.051
-0.182 0.963 -2.017
-0.353 -0.280 1.444
0.659 -0.266 0.304
0.979 -0.639 0.449
-0.354 -0.411 -0.439
-0.348 0.489 0.295
-1.865 -0.008 0.296
0.223 0.814 -0.589
1.161 -0.179 -0.153

---

Number 1: LUMO level -0.831 eV. Number 2: LUMO level -0.393 eV. Number 3: LUMO level -0.133 eV. Number 4: LUMO level -0.902 eV.